# C11H30AlBIN2O5

A molecular structure, C11H30AlBIN2O5 (wB97M-V/def2-TZVPD, the Open Molecules 2025 dataset).

Atoms and positions in Å:
C (-5.319, 2.058, 0.055)
C (-4.713, 2.476, 1.414)
O (-3.567, 1.745, 1.779)
Al (-1.995, 2.372, 1.063)
C (-0.805, 3.091, 2.580)
N (0.632, 3.245, 2.121)
C (-2.239, 3.848, -0.355)
C (-1.214, 3.823, -1.431)
O (-0.069, 3.911, -1.300)
I (-1.914, 3.629, -3.532)
B (-0.981, 0.662, 0.278)
N (-1.576, -0.251, -0.702)
O (0.325, 0.339, 0.735)
H (-5.833, 2.940, -0.367)
H (-4.524, 1.825, -0.668)
H (-6.011, 1.213, 0.117)
H (-4.494, 3.560, 1.481)
H (-5.483, 2.266, 2.186)
H (-0.787, 2.360, 3.404)
H (-1.157, 4.075, 2.947)
H (0.608, 3.177, 1.106)
H (0.962, 4.185, 2.319)
H (-2.313, 4.839, 0.120)
H (-3.209, 3.692, -0.855)
H (-1.974, 0.239, -1.498)
H (-0.792, -0.829, -1.026)
H (0.960, 0.408, 0.007)
C (1.420, -3.996, 0.803)
C (-0.030, -3.758, 0.412)
C (-0.900, -4.961, 0.744)
O (-0.107, -3.487, -0.988)
H (1.833, -4.850, 0.256)
H (2.028, -3.127, 0.549)
H (1.515, -4.188, 1.873)
H (-0.409, -2.877, 0.930)
H (-0.562, -5.847, 0.196)
H (-1.934, -4.777, 0.448)
H (-0.877, -5.183, 1.813)
H (0.227, -4.260, -1.457)
C (5.738, -1.335, -0.829)
C (4.242, -1.371, -1.108)
C (3.953, -1.237, -2.595)
O (3.596, -0.320, -0.397)
H (6.167, -0.382, -1.154)
H (5.929, -1.424, 0.241)
H (6.257, -2.145, -1.346)
H (3.823, -2.308, -0.737)
H (4.325, -0.282, -2.977)
H (2.877, -1.257, -2.778)
H (4.419, -2.044, -3.165)
H (3.954, 0.518, -0.713)

Computed properties:
**Lowest unoccupied orbital energy**: 0.093 hartree
**Molar mass**: 435.068 g mol⁻¹
**HOMO level**: -4.0 eV
**Net charge**: -1

***

# C11H30BBrClNO11P3

3 unconnected molecules or ions with the total composition C11H30BBrClNO11P3 (wB97M-V/def2-TZVPD, the Open Molecules 2025 dataset).

Atoms and positions in Å:
C (2.377, 2.293, -4.469)
C (1.713, 1.514, -3.326)
C (2.367, 1.845, -1.964)
Br (1.135, 3.006, -0.963)
C (2.835, 0.584, -1.205)
O (4.253, 0.595, -1.381)
B (4.936, 0.277, -0.122)
P (6.527, 1.412, 0.175)
N (7.372, 0.533, 1.413)
O (6.078, 2.826, 0.975)
O (3.880, 0.475, 0.916)
C (2.679, 0.534, 0.324)
Cl (1.670, -1.006, 0.838)
H (3.342, 1.845, -4.715)
H (2.572, 3.318, -4.149)
H (1.729, 2.287, -5.345)
H (0.671, 1.834, -3.301)
H (1.717, 0.440, -3.510)
H (3.268, 2.416, -2.165)
H (2.556, -0.356, -1.687)
H (5.417, -0.872, -0.141)
H (8.292, 0.933, 1.549)
H (7.478, -0.414, 1.064)
H (5.991, 3.493, 0.295)
H (2.147, 1.334, 0.832)
C (-1.082, -5.298, -1.314)
O (-1.859, -4.587, -2.292)
P (-2.593, -3.249, -1.834)
O (-3.723, -3.528, -0.936)
O (-3.037, -2.764, -3.294)
C (-4.167, -3.385, -3.896)
O (-1.768, -1.968, -1.483)
C (-1.359, -1.760, -0.102)
H (-0.520, -6.063, -1.843)
H (-0.379, -4.635, -0.807)
H (-1.741, -5.766, -0.582)
H (-4.845, -3.788, -3.143)
H (-3.842, -4.185, -4.563)
H (-4.689, -2.625, -4.476)
H (-1.054, -2.694, 0.368)
H (-2.191, -1.324, 0.449)
H (-0.500, -1.091, -0.111)
C (-2.400, 1.937, 5.640)
O (-3.509, 1.548, 4.814)
P (-3.345, 1.668, 3.233)
O (-3.317, 3.069, 2.794)
O (-4.682, 0.888, 2.837)
C (-5.924, 1.578, 2.931)
O (-2.375, 0.716, 2.450)
C (-1.002, 1.141, 2.242)
H (-2.626, 1.619, 6.654)
H (-1.476, 1.453, 5.319)
H (-2.276, 3.020, 5.613)
H (-5.786, 2.655, 2.837)
H (-6.405, 1.351, 3.885)
H (-6.557, 1.224, 2.119)
H (-0.601, 1.639, 3.123)
H (-0.956, 1.809, 1.385)
H (-0.415, 0.250, 2.044)

Computed properties:
**Lowest unoccupied orbital energy**: 0.089 hartree
**Molar mass**: 571.448 g mol⁻¹
**HOMO level**: -3.4 eV
**Net charge**: -1

***

# C11H30ClILuO2P3

A molecular structure, C11H30ClILuO2P3 (wB97M-V/def2-TZVPD, the Open Molecules 2025 dataset).

Atoms and positions in Å:
C (0.004, 0.565, -3.744)
C (0.004, 0.932, -2.265)
H (0.010, 1.485, -4.334)
H (-0.869, -0.048, -3.982)
H (0.869, -0.059, -3.981)
O (0.009, 2.107, -1.942)
I (-0.013, -2.518, 1.309)
Lu (-0.004, -0.569, -0.821)
P (2.363, -0.728, -0.796)
C (3.130, 0.313, 0.492)
C (3.002, -2.401, -0.470)
H (4.041, -2.473, -0.808)
H (4.294, -0.307, -2.222)
H (2.378, -3.129, -0.992)
H (2.879, -0.853, -3.158)
H (2.735, 0.002, 1.463)
H (2.934, -2.591, 0.604)
C (3.209, -0.215, -2.334)
H (4.218, 0.201, 0.477)
H (2.951, 0.822, -2.568)
H (2.872, 1.362, 0.321)
P (-2.372, -0.701, -0.793)
C (-3.125, 0.352, 0.493)
C (-3.213, -0.182, -2.333)
H (-2.416, -3.102, -0.985)
H (-4.071, -2.425, -0.798)
H (-2.962, -2.554, 0.611)
C (-3.030, -2.365, -0.463)
H (-2.889, -0.824, -3.155)
H (-4.299, -0.265, -2.221)
H (-4.215, 0.254, 0.478)
H (-2.853, 1.397, 0.321)
H (-2.947, 0.852, -2.567)
H (-2.735, 0.037, 1.465)
Cl (-0.016, -2.299, -2.496)
C (0.005, 3.050, 2.607)
P (0.008, 1.205, 2.395)
C (1.484, 0.626, 3.374)
C (-1.461, 0.618, 3.378)
O (0.008, 1.026, 0.797)
H (0.006, 3.297, 3.689)
H (-0.903, 3.476, 2.133)
H (0.910, 3.480, 2.131)
H (1.301, 0.865, 4.442)
H (1.603, -0.475, 3.295)
H (2.393, 1.196, 3.101)
H (-1.583, -0.481, 3.290)
H (-1.272, 0.849, 4.446)
H (-2.372, 1.192, 3.118)

Computed properties:
**Lowest unoccupied orbital energy (spin up / spin down)**: -0.323 / -0.387 hartree
**Molar mass**: 624.605 g mol⁻¹
**HOMO level (spin up / spin down)**: -15.4 / -15.3 eV
**Net charge**: +2

***

# C11H31AlN2O14P3S

A molecular structure, C11H31AlN2O14P3S (wB97M-V/def2-TZVPD, the Open Molecules 2025 dataset).

Atoms and positions in Å:
O (-0.598, -0.648, 1.454)
N (-0.416, -1.787, 1.200)
O (0.764, -1.976, 0.515)
C (0.536, -1.753, -0.939)
Al (2.217, -0.737, -1.585)
N (1.976, 0.031, -3.356)
C (1.160, 0.866, -3.381)
S (-0.036, 1.966, -3.511)
H (-0.399, -1.196, -1.122)
H (0.432, -2.746, -1.410)
H (2.549, 0.318, -0.447)
H (3.389, -1.839, -1.664)
C (-0.311, -0.623, -6.792)
O (-0.319, -2.000, -6.341)
P (-1.466, -2.458, -5.180)
O (-0.555, -3.346, -4.411)
O (-2.312, -3.326, -6.298)
C (-2.892, -2.650, -7.411)
O (-2.741, -2.557, -4.074)
C (-3.857, -1.674, -4.264)
H (0.710, -0.249, -6.746)
H (-0.659, -0.582, -7.828)
H (-0.946, 0.014, -6.176)
H (-2.245, -2.761, -8.284)
H (-3.044, -1.586, -7.207)
H (-3.860, -3.104, -7.625)
H (-4.490, -2.034, -5.081)
H (-3.524, -0.657, -4.479)
H (-4.445, -1.661, -3.348)
C (3.052, 0.561, 4.431)
O (3.459, 0.137, 3.114)
P (5.000, 0.581, 2.559)
O (4.625, 0.876, 1.157)
O (5.529, -0.969, 2.720)
C (5.511, -1.585, 4.004)
O (6.602, 1.136, 2.473)
C (7.334, 1.244, 3.701)
H (2.060, 1.007, 4.362)
H (3.005, -0.308, 5.092)
H (3.740, 1.295, 4.856)
H (4.625, -2.217, 4.094)
H (5.512, -0.846, 4.811)
H (6.402, -2.206, 4.102)
H (7.656, 0.254, 4.038)
H (6.731, 1.717, 4.481)
H (8.217, 1.856, 3.524)
C (-4.397, 2.083, 5.276)
O (-4.879, 3.066, 4.333)
P (-3.849, 3.530, 3.066)
O (-4.176, 4.979, 3.059)
O (-4.757, 2.718, 1.965)
C (-4.934, 1.308, 2.105)
O (-2.536, 3.590, 2.025)
C (-1.741, 2.388, 1.899)
H (-4.576, 2.450, 6.287)
H (-4.948, 1.150, 5.137)
H (-3.331, 1.888, 5.156)
H (-5.901, 1.105, 2.573)
H (-4.140, 0.854, 2.703)
H (-4.919, 0.858, 1.113)
H (-2.259, 1.659, 1.275)
H (-1.537, 1.953, 2.878)
H (-0.796, 2.643, 1.425)

Computed properties:
**Lowest unoccupied orbital energy**: 0.013 hartree
**Molar mass**: 567.340 g mol⁻¹
**HOMO level**: -5.1 eV
**Net charge**: -1

***

# C11H31BFN2O5S4

4 unconnected molecules or ions with the total composition C11H31BFN2O5S4 (wB97M-V/def2-TZVPD, the Open Molecules 2025 dataset).

Atoms and positions in Å:
C (-1.546, 1.078, -1.802)
C (-0.402, -0.093, -1.948)
C (0.909, 0.330, -2.839)
N (1.947, 1.147, -2.104)
B (2.720, 0.338, -1.078)
C (4.030, -0.466, -1.662)
C (4.122, -1.929, -0.863)
N (4.933, -2.027, 0.244)
S (3.269, 1.551, 0.273)
O (2.092, 2.537, 0.585)
O (3.634, 0.835, 1.607)
F (4.577, 2.473, -0.364)
H (-1.827, 1.177, -0.648)
H (-2.531, 0.654, -2.317)
H (-1.257, 2.111, -2.274)
H (-0.908, -1.012, -2.520)
H (-0.169, -0.480, -0.868)
H (0.522, 1.018, -3.735)
H (1.409, -0.607, -3.382)
H (2.644, 1.485, -2.834)
H (1.996, -0.437, -0.530)
H (4.060, -0.579, -2.827)
H (5.013, 0.115, -1.325)
H (3.543, -2.901, -1.214)
H (5.410, -1.125, 0.467)
C (-4.969, 0.653, 2.038)
S (-5.384, -0.322, 0.572)
O (-4.162, -0.371, -0.298)
C (-6.513, 0.895, -0.147)
H (-4.235, 0.099, 2.627)
H (-4.541, 1.613, 1.740)
H (-5.868, 0.812, 2.638)
H (-5.991, 1.840, -0.310)
H (-7.362, 1.046, 0.524)
H (-6.874, 0.511, -1.104)
C (-0.853, -4.905, -1.221)
S (0.912, -4.530, -1.088)
O (1.071, -3.047, -1.253)
C (1.385, -5.304, -2.653)
H (-1.365, -4.477, -0.357)
H (-1.260, -4.468, -2.136)
H (-0.996, -5.988, -1.225)
H (0.839, -4.843, -3.479)
H (1.168, -6.374, -2.611)
H (2.457, -5.159, -2.802)
C (1.327, 4.292, 3.603)
S (0.137, 2.943, 3.797)
O (-1.124, 3.349, 3.092)
C (-0.130, 3.185, 5.570)
H (1.610, 4.356, 2.550)
H (0.875, 5.237, 3.914)
H (2.215, 4.085, 4.204)
H (-0.492, 4.198, 5.759)
H (0.806, 3.014, 6.107)
H (-0.878, 2.465, 5.910)

Computed properties:
**Lowest unoccupied orbital energy**: 0.081 hartree
**Molar mass**: 429.456 g mol⁻¹
**HOMO level**: -4.5 eV
**Net charge**: -1

***

# C11H31O13Y

A molecular structure, C11H31O13Y (wB97M-V/def2-TZVPD, the Open Molecules 2025 dataset).

Atoms and positions in Å:
Y (-2.987, 2.893, -17.057)
O (-4.199, -0.940, -16.556)
C (-3.849, 0.261, -16.715)
O (-2.825, 0.768, -16.118)
O (-4.421, 1.062, -17.540)
H (-4.946, -1.232, -17.165)
C (-7.115, 1.098, -19.999)
C (-8.268, 0.135, -19.795)
O (-9.506, 0.777, -19.976)
O (-6.956, 1.410, -21.370)
H (-6.206, 0.693, -19.530)
H (-7.344, 2.058, -19.530)
H (-8.219, -0.290, -18.790)
H (-8.188, -0.683, -20.525)
H (-9.570, 1.086, -20.887)
H (-6.605, 0.628, -21.811)
C (-1.064, -4.393, -15.185)
C (-1.509, -2.944, -15.244)
O (-2.924, -2.884, -14.981)
O (-0.812, -4.818, -13.857)
H (-0.148, -4.465, -15.782)
H (-1.841, -4.994, -15.654)
H (-1.368, -2.524, -16.253)
H (-0.944, -2.323, -14.541)
H (-3.288, -2.087, -15.372)
H (0.121, -4.665, -13.688)
C (-5.805, -4.796, -17.111)
C (-6.507, -3.469, -17.343)
O (-5.597, -2.541, -17.979)
O (-4.944, -4.796, -15.994)
H (-5.255, -5.092, -18.018)
H (-6.517, -5.604, -16.938)
H (-6.746, -3.092, -16.349)
H (-7.401, -3.580, -17.954)
H (-5.581, -2.709, -18.931)
H (-4.344, -4.039, -15.971)
C (-3.572, -1.063, -20.262)
C (-2.419, -1.607, -19.435)
O (-1.398, -2.268, -20.149)
O (-4.370, -2.118, -20.776)
H (-3.222, -0.395, -21.057)
H (-4.193, -0.554, -19.519)
H (-2.769, -2.378, -18.746)
H (-1.998, -0.763, -18.852)
H (-0.845, -1.614, -20.589)
H (-3.789, -2.714, -21.267)
C (-4.420, 2.359, -14.005)
C (-4.372, 3.288, -12.826)
O (-3.093, 3.903, -12.833)
O (-4.576, 3.094, -15.265)
H (-5.242, 1.654, -13.854)
H (-3.516, 1.752, -13.994)
H (-4.525, 2.714, -11.906)
H (-5.206, 4.006, -12.838)
H (-2.905, 4.287, -11.970)
H (-5.499, 3.386, -15.289)

Computed properties:
**Lowest unoccupied orbital energy**: -0.371 hartree
**Molar mass**: 460.262 g mol⁻¹
**HOMO level**: -13.9 eV
**Net charge**: +2